Here is the ion C8H19NO2PS with charge +1 in a non-equilibrium geometry from OMol25. Energies are from the ωB97M-V functional and the def2-TZVPD basis.

XYZ file:
```
32
Properties=species:S:1:pos:R:3
C 2.0671 2.6338 0.8022
C 1.4342 1.6372 1.5842
C -0.0229 1.0865 1.2412
P 0.0159 -0.5482 0.2382
C -0.9752 -1.8536 1.1544
C -2.5528 -1.8226 0.8838
C -0.5033 -0.2458 -1.5460
N -1.9653 -0.1374 -1.7639
C -2.5209 1.1747 -1.3431
S 2.0472 -1.3388 0.1256
C 3.2353 -0.1773 -0.6828
O 2.5249 -1.8798 1.4357
O 1.9162 -2.5214 -0.8196
H 2.7945 3.3890 1.2245
H 1.8511 2.6378 -0.3134
H 1.9574 1.2255 2.5128
H -0.6364 1.8281 0.6258
H -0.6278 0.8761 2.1832
H -0.8338 -1.6326 2.2721
H -0.5228 -2.8781 0.9276
H -2.9545 -0.8182 0.5602
H -3.0930 -2.2601 1.7909
H -2.7536 -2.5692 0.0378
H -0.0700 -1.0326 -2.2395
H -0.0277 0.7561 -1.8634
H -2.1453 -0.2467 -2.7758
H -3.6132 1.1881 -1.6939
H -2.0338 2.0749 -1.8591
H -2.5769 1.2965 -0.2088
H 3.9594 -0.7584 -1.3528
H 3.8841 0.2725 0.1454
H 2.7417 0.6440 -1.2835
```

The total charge is +1. The LUMO energy is -3.83 eV. The orbital gap is 9.4 eV. The calculation puts the HOMO energy at -13.2215 eV.

Results of the Löwdin charge analysis, in e, for atoms 1 through 4: number 1, C, carries 0.010; number 2, C, carries -0.208; number 3, C, carries -0.256; number 4, P, carries 1.003